Record 1
82
Properties=species:S:1:pos:R:3:forces:R:3 method="wB97M-V/def2-TZVPD" lumo_ev="3.54 / 3.54" largest_force_ev_per_a=1.702 energy_ev=-141977.011 total_charge=-2 multiplicity=2 de_lowest_kcal_mol=2.6
Hg 0.255859 1.207044 1.766675 0.166 -0.310 -0.319
O 1.978268 1.226476 3.387490 -0.032 0.037 0.100
C 3.048034 1.898749 3.530133 0.048 -0.038 -0.052
C 4.162060 1.300129 4.209743 0.008 -0.005 -0.005
C 5.355535 1.947990 4.394366 -0.030 0.020 -0.011
C 5.549686 3.256517 3.924301 0.036 -0.011 0.017
C 4.498880 3.868748 3.278662 -0.039 0.013 -0.012
C 3.261243 3.244618 3.069463 0.015 -0.046 0.042
C 2.241316 4.032035 2.404310 -0.014 0.054 -0.063
N 1.063212 3.659490 2.117692 -0.044 -0.057 0.020
C 0.159126 4.594484 1.483129 -0.005 -0.033 0.116
C -0.715011 3.876135 0.465323 -0.116 -0.018 0.053
N -1.360460 2.739504 1.095326 0.485 -0.043 -0.406
C -2.430760 2.304782 0.534012 -0.877 0.728 1.263
C -3.267235 1.241551 1.079081 0.086 -0.218 -0.071
C -4.572198 1.180647 0.574373 0.047 -0.013 -0.001
C -5.508607 0.274872 1.026163 -0.048 -0.020 0.037
C -5.127609 -0.614362 2.036410 0.014 0.035 -0.035
C -3.854962 -0.587362 2.553404 0.027 0.003 -0.008
C -2.853720 0.324223 2.100506 -0.012 -0.077 -0.084
O -1.683021 0.257625 2.632186 0.034 0.170 -0.001
H 4.013183 0.288450 4.569866 -0.003 0.000 -0.004
H 6.161648 1.436792 4.911776 0.009 0.002 -0.002
H 6.493886 3.767563 4.063082 -0.001 -0.001 0.006
H 4.617510 4.884434 2.909284 0.001 -0.003 -0.002
H 2.556769 5.059178 2.148327 0.011 -0.007 -0.019
H 0.699031 5.429154 1.012597 -0.016 0.016 -0.014
H -0.501299 5.003735 2.256546 0.026 0.019 0.013
H -0.103728 3.522852 -0.373336 0.038 -0.044 0.013
H -1.456538 4.575748 0.058664 -0.006 0.011 -0.032
H -2.979672 2.993359 -0.115460 0.159 -0.205 -0.413
H -4.847506 1.888354 -0.202249 0.028 -0.027 -0.033
H -6.506117 0.254878 0.606473 0.003 -0.012 0.002
H -5.840154 -1.340111 2.416276 -0.008 -0.001 -0.001
H -3.558161 -1.278369 3.335249 -0.005 -0.005 -0.008
C -1.145762 -3.996654 -1.407790 0.005 0.010 -0.039
C 0.338788 -3.669003 -1.265892 0.000 -0.022 -0.009
C 0.594166 -2.246764 -0.782050 -0.038 0.039 0.001
N 0.530405 -1.318786 -1.910586 0.155 0.036 0.042
C 0.379827 0.066416 -1.564262 -0.180 -0.042 0.116
S 1.600649 0.635994 -0.325495 -0.002 0.144 -0.022
N 0.532206 0.931279 -2.723316 0.230 -0.060 -0.066
C 0.277583 0.808107 -4.053459 -0.010 -0.038 0.083
O 0.139989 1.804534 -4.751647 0.044 0.020 -0.027
C 0.253928 -0.536167 -4.726285 -0.066 0.037 -0.046
C 1.343424 -1.397398 -4.681407 0.046 -0.018 -0.032
C 1.324904 -2.574860 -5.414696 0.029 0.024 0.016
C 0.211391 -2.905383 -6.175778 -0.048 0.013 -0.007
C -0.877123 -2.044503 -6.221101 0.028 -0.033 -0.005
C -0.847124 -0.853458 -5.512548 0.028 0.022 0.066
H -1.293658 -5.018953 -1.765788 -0.003 0.004 0.002
H -1.652091 -3.325048 -2.104229 0.012 -0.002 0.005
H -1.652095 -3.897137 -0.444949 0.005 -0.001 0.001
H 0.846445 -3.804909 -2.227284 0.025 -0.006 0.018
H 0.806145 -4.365531 -0.562512 -0.044 -0.007 0.024
H 1.585988 -2.164448 -0.341536 0.030 -0.005 -0.026
H -0.130596 -1.988769 0.000413 0.011 -0.008 0.038
H -0.272823 -1.566729 -2.484148 -0.032 0.007 0.031
H 0.603485 1.900729 -2.448047 -0.101 0.004 -0.001
H 2.190511 -1.150346 -4.056819 -0.010 0.003 0.006
H 2.176869 -3.243388 -5.377753 -0.005 -0.003 0.001
H 0.189772 -3.837859 -6.727955 -0.002 0.003 -0.002
H -1.754410 -2.304518 -6.799943 -0.001 0.004 0.002
H -1.681579 -0.165772 -5.542001 -0.018 -0.021 -0.005
Br 2.320650 -5.521634 4.007092 -0.007 0.016 -0.003
C 1.734092 -3.806355 3.419920 0.012 -0.004 0.000
C 0.487695 -3.346095 3.793307 -0.023 -0.004 0.028
C 0.107442 -2.090408 3.331625 -0.015 0.004 -0.090
N 0.884136 -1.342612 2.557843 -0.047 -0.002 0.049
C 2.081896 -1.799496 2.218679 0.027 0.013 0.096
C 2.562091 -3.038436 2.624585 0.004 -0.001 0.002
H -0.172115 -3.934697 4.414451 0.004 -0.003 -0.001
H -0.858169 -1.652826 3.562157 0.001 -0.025 0.012
H 2.673135 -1.146735 1.585247 -0.003 0.000 0.006
H 3.541118 -3.383153 2.324466 0.000 0.000 -0.002
O -0.980821 0.173990 -1.040455 -0.262 -0.102 -0.097
N -1.682331 1.323677 -1.429719 0.338 0.218 -0.340
C -2.633640 0.979676 -2.343075 -0.149 -0.191 0.085
C -2.908229 -0.347300 -2.745532 0.075 0.031 0.015
N -3.097808 -1.433560 -3.106413 -0.025 0.011 -0.020
C -3.471991 2.011129 -2.824983 0.011 0.028 -0.017
N -4.154853 2.864244 -3.210175 -0.016 -0.013 0.026

---

Record 2
15
Properties=species:S:1:pos:R:3:forces:R:3 method="wB97M-V/def2-TZVPD" lumo_ev=1.08 largest_force_ev_per_a=0.404 energy_ev=-7830.689 total_charge=0 smiles="[H]/N=C/O.C=CC" de_lowest_kcal_mol=37.6
H 2.263383 0.823808 1.840991 -0.017 0.005 -0.067
N 1.673320 0.496073 1.081582 0.205 0.206 -0.281
C 2.054947 0.991346 -0.022044 0.108 0.043 0.300
O 1.462407 0.729020 -1.187962 -0.134 -0.126 0.058
H 2.892069 1.679800 -0.169783 -0.080 -0.076 0.082
H 0.737661 0.089830 -1.024344 0.058 0.054 -0.040
C -0.430321 -1.653737 -0.259748 -0.130 0.078 -0.034
C -1.389759 -0.767107 -0.533239 0.091 -0.144 0.006
C -1.735164 0.410728 0.333732 0.021 0.024 0.054
H -0.234643 -2.498160 -0.916123 -0.075 0.123 0.072
H 0.192927 -1.549348 0.626205 -0.123 -0.014 -0.140
H -1.983392 -0.895532 -1.439426 0.068 -0.007 0.125
H -1.881325 1.315576 -0.267429 0.031 -0.131 0.070
H -2.675317 0.227435 0.868513 0.114 0.026 -0.094
H -0.946797 0.600271 1.069070 -0.137 -0.062 -0.109

---

Record 3
9
Properties=species:S:1:pos:R:3:forces:R:3 method="wB97M-V/def2-TZVPD" lumo_ev=-0.33 largest_force_ev_per_a=4.734 energy_ev=-20013.969 total_charge=0 smiles="Oc1nc(=S)o[nH]1" de_lowest_kcal_mol=54.9
O -1.791744 -0.998969 -0.174860 -1.807 2.197 0.452
C -0.540194 -0.477825 -0.087369 -2.256 0.793 2.012
N 0.561656 -1.112521 0.141001 -0.961 -1.172 -1.067
C 1.609788 -0.241804 0.038649 -3.946 1.484 -0.369
S 3.152591 -0.444419 -0.117130 1.688 0.048 0.100
O 0.941843 1.061713 -0.106953 1.564 0.870 0.484
N -0.448272 0.896355 -0.087834 2.513 -1.664 -2.000
H -2.611938 -0.254420 -0.104119 3.819 -2.769 -0.400
H -0.873732 1.571894 0.498619 -0.616 0.214 0.789